Here is a structure of composition C11H27As3AuO2 from OMol25. Energies are from ωB97M-V with the def2-TZVPD basis set.

Computed properties:
LUMO level in eV: -3.84
HOMO in eV: -11.67
Energy above the lowest of the compared OMol25 structures with the same formula, charge and spin in kcal/mol: 0.00
Calculated total energy in Eh: -7428.42133
Charge: +1

```
44
Properties=species:S:1:pos:R:3:nbo_charge:R:1
Au 3.01494 0.15071 1.12915 0.889
C 2.03570 -3.25838 0.01983 -0.936
As 1.38530 -1.49875 0.45318 0.986
C 0.15177 -1.81724 1.90560 -0.946
C 0.49376 -0.96263 -1.19423 -0.722
C -0.25294 0.37923 -1.32037 -0.066
C -0.71210 0.46579 -2.78734 -0.609
C 0.67144 1.60095 -1.12748 -0.721
As 1.50610 1.98217 0.58493 0.983
C 2.49640 3.59760 0.22371 -0.935
C 0.13868 2.54297 1.81868 -0.940
C -1.45982 0.45668 -0.36919 -0.733
As -3.18245 -0.35483 -0.94311 0.920
C -3.98212 -0.24777 0.84071 -0.951
C -2.75207 -2.26817 -0.87754 -0.966
H 1.18315 -3.89485 -0.21747 0.243
H 2.57802 -3.65889 0.87339 0.262
H 2.70532 -3.19842 -0.83551 0.257
H -0.69009 -2.42959 1.58822 0.245
H -0.20581 -0.87873 2.32183 0.241
H 0.71756 -2.34658 2.67218 0.261
H -0.18223 -1.78170 -1.44238 0.249
H 1.30802 -0.99520 -1.92613 0.246
H 0.14688 0.52528 -3.45835 0.218
H -1.33564 1.34588 -2.95031 0.230
H -1.29948 -0.40742 -3.07377 0.224
H 0.11105 2.50371 -1.38719 0.243
H 1.51538 1.54492 -1.82282 0.244
H 1.82861 4.35283 -0.18989 0.242
H 3.29606 3.37605 -0.47975 0.258
H 2.93236 3.95545 1.15454 0.260
H -0.44210 3.32631 1.33168 0.246
H 0.61860 2.94206 2.71026 0.260
H -0.51579 1.72033 2.09138 0.246
H -1.73791 1.50746 -0.23555 0.225
H -1.21353 0.07491 0.62429 0.198
H -4.15423 0.79567 1.10158 0.233
H -3.34595 -0.71267 1.59534 0.208
H -4.94436 -0.75708 0.82537 0.244
H -2.25739 -2.59096 -1.79282 0.225
H -3.69723 -2.80631 -0.80813 0.249
H -2.14577 -2.53155 -0.00973 0.197
O 4.84038 -0.55263 1.64089 -0.353
O 4.83349 0.80338 1.74234 -0.356
```

Here is a cluster of 2 separate species, C11H27BClO8PSi in total from OMol25. Energies are from ωB97M-V with the def2-TZVPD basis set.

Computed properties:
LUMO level in eV: 0.47
SMILES: CCB(O)[Si@](O)(CCOC=O)C[C@H](C)Cl.COP(=O)(OC)OC
HOMO in eV: -8.54
Calculated total energy in Eh: -2153.24745

```
50
Properties=species:S:1:pos:R:3:nbo_charge:R:1
C 0.89392 0.67800 0.45167 -0.591
C 0.12264 1.08003 -0.84204 -0.811
B -1.36511 0.60130 -0.74550 0.655
O -1.80967 -0.49007 -1.48471 -0.946
Si -2.71304 1.57515 0.44331 1.539
O -1.87645 2.63870 1.42983 -1.075
C -3.58279 0.29015 1.55299 -0.890
C -4.91800 -0.20752 1.03231 -0.066
O -4.64100 -1.10869 -0.06780 -0.554
C -5.73096 -1.70033 -0.60519 0.661
O -6.68521 -1.11860 -1.02776 -0.541
C -3.93965 2.42660 -0.71997 -0.913
C -4.76303 3.60160 -0.18215 -0.138
C -5.02899 3.60648 1.31313 -0.642
Cl -6.39964 3.56945 -0.98927 -0.111
H 1.64445 -0.06938 0.20014 0.228
H 0.24483 0.25876 1.22459 0.188
H 1.41159 1.54339 0.85514 0.219
H 0.11891 2.17267 -0.90343 0.231
H 0.61530 0.68985 -1.73363 0.223
H -1.62361 -1.35319 -1.10860 0.510
H -2.14768 2.56850 2.34812 0.490
H -2.90860 -0.55519 1.70276 0.239
H -3.78013 0.74606 2.53018 0.230
H -5.54208 0.60910 0.66867 0.194
H -5.46635 -0.77083 1.79028 0.179
H -5.64040 -2.79645 -0.62079 0.112
H -3.34931 2.77873 -1.56910 0.247
H -4.60853 1.64728 -1.08965 0.266
H -4.33953 4.55627 -0.48043 0.214
H -5.74810 4.39265 1.54336 0.229
H -4.12341 3.84997 1.86807 0.218
H -5.47629 2.67265 1.65290 0.207
C 7.34967 -0.07929 -0.45046 -0.243
O 6.56172 -0.83135 -1.39687 -0.823
P 5.37395 -1.67559 -0.75484 2.577
O 4.60148 -0.79538 0.12158 -1.099
O 6.32659 -2.74946 0.03400 -0.851
C 7.45563 -3.36526 -0.57647 -0.253
O 4.37626 -2.76405 -1.35622 -0.814
C 3.89826 -3.77656 -0.45284 -0.237
H 7.10147 0.97274 -0.56085 0.202
H 7.16418 -0.39408 0.57222 0.208
H 8.39336 -0.24736 -0.70801 0.189
H 8.33043 -3.18570 0.04856 0.186
H 7.65552 -2.97241 -1.57250 0.188
H 7.27916 -4.43948 -0.64168 0.182
H 3.52063 -3.31081 0.45580 0.203
H 4.67582 -4.49539 -0.21383 0.190
H 3.09179 -4.27366 -0.98503 0.196
```

Here is a cluster of 3 separate species, C11H27BNO3PS in total from OMol25. Energies are from ωB97M-V with the def2-TZVPD basis set.

Computed properties:
LUMO level in eV: -0.09
SMILES: CNCB(CCCS)[PH2]=O.CC(C)=O.CC(C)=O
HOMO in eV: -9.01
Calculated total energy in Eh: -1480.14075

```
45
Properties=species:S:1:pos:R:3:nbo_charge:R:1
C -1.66699 2.80228 1.26110 -0.427
N -1.36357 2.49327 -0.16223 -0.606
C -1.55664 1.04527 -0.35384 -0.630
B -1.89538 0.58982 -1.80368 0.591
C -1.97898 1.53929 -3.05110 -0.793
C -0.56861 1.81724 -3.60561 -0.395
C -0.49037 2.21574 -5.10156 -0.517
S -2.03438 2.81510 -5.85585 -0.060
P -2.21074 -1.31039 -2.03353 1.235
O -0.90372 -2.03314 -2.14745 -1.092
H -1.44646 1.95499 1.90193 0.217
H -2.73227 3.02805 1.34456 0.171
H -1.11770 3.66912 1.61582 0.196
H -2.10546 2.94900 -0.68058 0.338
H -2.38065 0.72037 0.30566 0.216
H -0.68715 0.47728 -0.00891 0.257
H -2.60161 1.04714 -3.79487 0.231
H -2.46036 2.48709 -2.80776 0.235
H 0.02385 0.91258 -3.47668 0.216
H -0.11172 2.60033 -3.01110 0.222
H -0.08644 1.40498 -5.69598 0.227
H 0.21973 3.02902 -5.20153 0.221
H -2.24005 1.91494 -6.82733 0.130
H -2.94019 -1.73366 -0.89180 -0.097
H -3.07036 -1.56003 -3.12896 -0.085
C 0.22925 -2.38841 2.36838 -0.728
C -0.99872 -1.70308 2.90695 0.603
O -1.03159 -0.50453 3.08320 -0.567
C -2.19541 -2.57100 3.21911 -0.721
H 1.00136 -1.65598 2.18783 0.261
H 0.59727 -3.12048 3.08833 0.230
H -0.01229 -2.89289 1.42947 0.233
H -1.93157 -3.31263 3.97445 0.229
H -2.52875 -3.08389 2.31537 0.228
H -3.00685 -1.95252 3.59745 0.229
C 5.46016 -2.27027 2.23734 -0.721
C 4.25190 -1.40714 2.50376 0.605
O 3.13316 -1.86753 2.50251 -0.554
C 4.49892 0.05669 2.77114 -0.722
H 5.14190 -3.29502 2.06127 0.236
H 5.99225 -1.90650 1.35707 0.231
H 6.13194 -2.24834 3.09687 0.229
H 4.99206 0.51530 1.91267 0.231
H 5.13124 0.17389 3.65264 0.229
H 3.54999 0.55864 2.94544 0.239
```

Here is a structure of composition C11H27Cl2N2OP2V from OMol25. Energies are from ωB97M-V with the def2-TZVPD basis set.

Computed properties:
Multiplicity: 3
LUMO level (spin up / spin down) in eV: -9.07 / -9.04
HOMO (spin up / spin down) in eV: -15.20 / -15.68
Calculated total energy in Eh: -3166.59044
Charge: +2

```
46
Properties=species:S:1:pos:R:3:mulliken_spin:R:1
C -1.78192 1.06427 1.38968 0.091
C -0.77332 0.32465 2.01574 -0.029
H -2.77608 0.64534 1.64375 0.006
H -1.71594 1.05215 0.22820 -0.058
H -1.74432 2.12811 1.69917 0.004
O -0.13468 -0.03993 2.93345 -0.002
Cl -1.60257 1.14901 -2.85000 0.025
V -0.50029 0.34462 -1.09645 2.050
P -2.03918 -1.40343 -0.63473 -0.073
C -1.78661 -2.44009 0.82803 0.009
C -3.78984 -0.91939 -0.59192 0.004
H -4.39215 -1.81024 -0.81009 -0.001
H -2.84906 -3.22284 -1.99047 -0.001
H -3.96679 -0.15876 -1.36173 0.000
H -1.89552 -2.04168 -2.95754 0.000
H -1.43984 -1.83411 1.67617 0.000
H -4.06456 -0.51106 0.38691 0.001
C -1.95465 -2.58810 -2.01000 0.007
H -2.73499 -2.93654 1.07198 -0.001
H -1.05191 -3.20024 -1.90076 0.002
H -1.02867 -3.19705 0.58906 0.000
P 0.42622 2.43118 -0.42017 -0.071
C 1.39494 2.57648 1.10445 0.013
C 1.61870 2.85341 -1.72537 0.008
H -1.45688 3.72440 -1.19156 0.000
H -0.12602 4.75436 -0.57375 -0.001
H -1.22879 3.91692 0.57145 0.001
C -0.71428 3.84541 -0.39330 0.003
H 1.40104 2.26987 -2.62581 0.000
H 1.54176 3.92681 -1.93692 -0.002
H 1.38119 3.62555 1.42877 -0.001
H 2.42797 2.27974 0.88057 0.000
H 2.62895 2.61178 -1.37533 -0.001
H 0.99531 1.93014 1.89585 -0.001
Cl 1.04302 -0.66260 -2.48391 -0.012
C 2.97908 -2.59727 1.92266 0.002
N 2.67336 -1.75226 0.76567 0.014
C 3.71431 -1.56937 -0.25340 0.005
C 1.57039 -1.09157 0.68722 0.112
N 0.63762 -0.45188 0.34234 -0.101
H 3.90455 -3.13454 1.70242 0.000
H 2.16591 -3.31633 2.09675 0.000
H 3.11100 -1.99064 2.83139 0.001
H 3.25501 -1.50088 -1.24869 -0.001
H 4.29398 -0.65285 -0.06197 0.000
H 4.38455 -2.43054 -0.19778 0.000
```

Q: The highest calculated total energy belongs to which entry?
A: C11H27BNO3PS

Q: The highest calculated total energy belongs to which entry?
A: C11H27BNO3PS

Q: Among the records above, which one has the lowest calculated total energy?
A: C11H27As3AuO2

Q: calculated total energy of number 3 (C11H27BNO3PS)?
A: -1480.14075 Eh